Formula: C41H39N7O3PPtS
Source: OMol25
Level of theory: wB97M-V/def2-TZVPD

Last column: Mulliken charge in e.
CARTESIAN COORDINATES (ANGSTROEM)
Pt (1.025144, 0.726268, -1.299908)  0.702
N (2.217094, -3.883046, -2.927319)  0.065
C (1.130231, -3.337915, -2.362454)  -0.281
N (1.299438, -2.041417, -2.237086)  -0.048
C (2.536128, -1.841462, -2.765843)  -0.265
N (3.127580, -2.941674, -3.191925)  -0.585
C (3.223499, -0.548403, -2.920144)  0.841
C (4.410025, -0.505191, -3.661109)  -0.476
N (5.108971, 0.600022, -3.835159)  -0.578
C (4.620596, 1.710422, -3.287063)  -0.522
C (3.445006, 1.709971, -2.568634)  -0.188
N (2.753128, 0.577775, -2.371383)  0.647
H (2.396914, -4.843597, -3.170961)  0.183
H (0.256195, -3.901646, -2.078007)  0.566
H (4.782172, -1.416106, -4.109753)  0.556
H (5.176021, 2.627993, -3.430537)  0.409
H (3.032289, 2.609148, -2.133218)  0.287
O (-3.781575, 6.583846, -0.749348)  -0.487
C (-3.922290, 5.244195, -0.677052)  0.570
O (-4.774747, 4.759827, 0.013897)  -0.540
C (-2.951709, 4.416694, -1.457836)  0.729
C (-3.384061, 3.179127, -1.922263)  -0.750
C (-2.496256, 2.316601, -2.540672)  -0.555
C (-1.149869, 2.656259, -2.661208)  0.103
S (0.012005, 1.480981, -3.296293)  -0.472
C (-0.735588, 3.925974, -2.261222)  -0.638
C (-1.628279, 4.801545, -1.663621)  -0.783
H (-3.169102, 6.821856, -1.456050)  0.341
H (-4.418406, 2.898251, -1.770859)  0.465
H (-2.828567, 1.348286, -2.894699)  0.513
H (0.297464, 4.215823, -2.413829)  0.500
H (-1.268891, 5.762488, -1.311744)  0.375
C (-5.235484, -4.011710, -0.324660)  -1.082
C (-5.707599, -2.596868, -0.022001)  -0.867
N (-4.668441, -1.727464, 0.541995)  0.288
C (-4.646727, -1.539122, 1.991130)  -0.136
C (-4.678086, -2.847487, 2.768346)  -1.433
C (-3.809779, -1.171659, -0.343594)  0.063
O (-3.766188, -1.519512, -1.515951)  -0.667
C (-2.892362, -0.050887, 0.081480)  0.078
C (-3.220800, 1.019306, 0.902931)  0.403
C (-2.282366, 2.013675, 1.127221)  -1.807
C (-1.045681, 1.915101, 0.526135)  -0.038
N (-0.742507, 0.909829, -0.306619)  2.157
C (-1.650114, -0.043779, -0.532497)  -1.118
H (-6.060171, -4.596609, -0.733260)  0.391
H (-4.876150, -4.517810, 0.570790)  0.280
H (-4.436811, -3.986899, -1.063950)  0.288
H (-6.536999, -2.604585, 0.686455)  0.496
H (-6.060742, -2.128162, -0.939589)  0.436
H (-5.494760, -0.914724, 2.291883)  0.228
H (-3.734176, -1.012409, 2.256774)  0.261
H (-5.593015, -3.411899, 2.595166)  0.441
H (-4.622809, -2.629743, 3.835394)  0.394
H (-3.829717, -3.477935, 2.501067)  0.217
H (-4.205565, 1.104246, 1.342030)  0.618
H (-2.509463, 2.869689, 1.746635)  0.556
H (-0.279314, 2.655919, 0.686775)  0.335
H (-1.383879, -0.815912, -1.242681)  0.395
C (5.595562, -2.781009, -0.337165)  -0.606
C (5.729094, -1.400924, -0.415640)  -0.793
C (4.663007, -0.582301, -0.079691)  -0.756
C (3.448295, -1.133378, 0.333707)  0.535
C (3.328286, -2.516720, 0.428829)  -0.506
C (4.399305, -3.334226, 0.094820)  -0.788
P (2.064294, 0.009157, 0.622043)  1.188
C (0.897621, -0.844174, 1.721294)  0.697
C (0.661136, -0.432389, 3.029027)  -0.939
C (-0.286246, -1.088418, 3.805359)  -0.986
C (-0.999898, -2.154735, 3.283083)  -0.790
C (-0.780620, -2.563013, 1.972318)  -1.023
C (0.155089, -1.903915, 1.192912)  -0.002
C (2.810080, 1.344636, 1.591604)  0.324
C (3.614511, 1.060770, 2.697081)  -0.310
C (4.168094, 2.091474, 3.437080)  -0.767
C (3.928219, 3.412894, 3.076913)  -0.620
C (3.143291, 3.702411, 1.971910)  -0.914
C (2.588742, 2.669465, 1.227220)  -0.149
H (6.426998, -3.421505, -0.599440)  0.423
H (6.664783, -0.960526, -0.734630)  0.460
H (4.782172, 0.494668, -0.127953)  0.486
H (2.408476, -2.966388, 0.779195)  0.479
H (4.298929, -4.408264, 0.182491)  0.489
H (1.210748, 0.400464, 3.447174)  0.425
H (-0.461093, -0.765033, 4.822901)  0.450
H (-1.726790, -2.669527, 3.897986)  0.455
H (-1.345781, -3.388483, 1.556685)  0.434
H (0.307398, -2.198759, 0.160657)  0.143
H (3.810362, 0.031004, 2.972986)  0.514
H (4.790503, 1.867381, 4.293053)  0.438
H (4.363866, 4.216867, 3.655287)  0.415
H (2.969593, 4.730937, 1.683846)  0.462
H (2.001117, 2.886077, 0.342956)  0.274

Atoms 1-2, force components in eV/Å:
-0.02 0.16 0.15
0.01 -0.01 0.01

For the HOMO-LUMO gap, the calculation gives 7.4 eV. As for the strongest force on any atom: 0.26 eV/A. The energy relative to the best compared isomer or geometry (same formula, charge and spin) comes out at 0.00 kJ/mol. The charge is +1. As for the highest occupied orbital energy: -0.3808 Eh. Its spin multiplicity is 1.



Formula: C2H6Br2NS2
Source: OMol25
Level of theory: wB97M-V/def2-TZVPD

Last column: Mulliken charge in e.
CARTESIAN COORDINATES (ANGSTROEM)
C (0.520764, -0.570179, 1.158656)  -0.570
C (-0.391353, -0.756602, 0.001398)  0.357
N (0.406329, 1.521769, -0.885960)  -0.642
S (0.186173, -1.667296, -1.306679)  0.062
S (-2.044875, -0.318117, 0.094754)  0.031
Br (0.038958, -1.976696, 2.519947)  0.037
Br (2.386037, -0.739042, 0.645407)  0.000
H (0.390589, 0.387271, 1.660445)  0.489
H (1.287703, 1.899183, -0.551290)  0.266
H (0.506718, 1.404213, -1.888148)  0.267
H (-0.311344, 2.222694, -0.736420)  0.274
H (-0.963025, -1.690021, -2.003774)  0.207
H (-2.012674, 0.282823, 1.291665)  0.222

Atoms 1-2, force components in eV/Å:
0.62 -0.60 0.93
-0.71 0.03 -0.41

For the HOMO-LUMO gap, the calculation gives 8.4 eV. As for the strongest force on any atom: 1.27 eV/A. The energy relative to the best compared isomer or geometry (same formula, charge and spin) comes out at 3.69 kJ/mol. The charge is +1. As for the highest occupied orbital energy: -0.5261 Eh. Its spin multiplicity is 1.



Formula: C4H8N2O2
Source: OMol25
Level of theory: wB97M-V/def2-TZVPD

Last column: Mulliken charge in e.
CARTESIAN COORDINATES (ANGSTROEM)
H (-2.239660, -1.004229, -1.397620)  0.254
N (-1.351066, -1.568559, -1.301282)  -0.781
C (-0.381637, -0.850020, -0.874554)  0.388
N (1.025022, -1.237576, -0.897897)  -0.337
O (1.790742, -0.706758, 0.138376)  -0.281
C (1.268363, 0.628479, 0.086004)  -0.589
C (-0.242197, 0.454431, -0.119976)  0.139
C (-1.000392, 0.696427, 1.103321)  -0.412
O (-0.848791, 2.071274, 1.383590)  -0.514
H (0.977944, -2.312362, -0.859521)  0.299
H (1.780746, 1.101930, -0.776698)  0.256
H (1.604116, 1.207342, 0.886352)  0.436
H (-0.405339, 1.293344, -0.753793)  0.203
H (-0.816965, 0.112100, 2.060690)  0.274
H (-2.177562, 0.529356, 0.969099)  0.287
H (-1.841405, 2.223433, 1.921246)  0.378

Atoms 1-2, force components in eV/Å:
1.28 -0.78 0.53
0.28 1.57 -0.30

For the HOMO-LUMO gap, the calculation gives 9.4 eV. As for the strongest force on any atom: 5.82 eV/A. The energy relative to the best compared isomer or geometry (same formula, charge and spin) comes out at 500.39 kJ/mol. The SMILES is [H]/N=C1/NOC[C@@H]1CO. As for the highest occupied orbital energy: -0.3307 Eh. Its spin multiplicity is 1.



Formula: H2N2O2S
Source: OMol25
Level of theory: wB97M-V/def2-TZVPD

Last column: Mulliken charge in e.
CARTESIAN COORDINATES (ANGSTROEM)
N (-1.589158, -0.292343, 0.525676)  -0.264
N (-0.413982, 0.084197, 0.705598)  -0.238
O (0.833552, -1.257086, -1.330991)  -0.407
O (1.985762, 0.731736, -0.380498)  -0.499
S (1.573885, -0.682400, -0.183094)  0.754
H (-2.356993, 0.423609, 0.308975)  0.292
H (-0.033065, 0.992288, 0.354334)  0.363

Atoms 1-2, force components in eV/Å:
-0.22 1.67 -0.93
-1.04 1.08 0.85

For the HOMO-LUMO gap (spin up / spin down), the calculation gives 7.8 / 8.3 eV. As for the strongest force on any atom: 3.61 eV/A. The energy relative to the best compared isomer or geometry (same formula, charge and spin) comes out at 92.49 kJ/mol. As for the highest occupied orbital energy (spin up / spin down): -0.3074 / -0.4129 Eh. Its spin multiplicity is 3.



What did the third record say?
Formula: C4H8N2O2
Source: OMol25
Level of theory: wB97M-V/def2-TZVPD

Last column: Mulliken charge in e.
CARTESIAN COORDINATES (ANGSTROEM)
H (-2.239660, -1.004229, -1.397620)  0.254
N (-1.351066, -1.568559, -1.301282)  -0.781
C (-0.381637, -0.850020, -0.874554)  0.388
N (1.025022, -1.237576, -0.897897)  -0.337
O (1.790742, -0.706758, 0.138376)  -0.281
C (1.268363, 0.628479, 0.086004)  -0.589
C (-0.242197, 0.454431, -0.119976)  0.139
C (-1.000392, 0.696427, 1.103321)  -0.412
O (-0.848791, 2.071274, 1.383590)  -0.514
H (0.977944, -2.312362, -0.859521)  0.299
H (1.780746, 1.101930, -0.776698)  0.256
H (1.604116, 1.207342, 0.886352)  0.436
H (-0.405339, 1.293344, -0.753793)  0.203
H (-0.816965, 0.112100, 2.060690)  0.274
H (-2.177562, 0.529356, 0.969099)  0.287
H (-1.841405, 2.223433, 1.921246)  0.378

Atoms 1-2, force components in eV/Å:
1.28 -0.78 0.53
0.28 1.57 -0.30

For the HOMO-LUMO gap, the calculation gives 9.4 eV. As for the strongest force on any atom: 5.82 eV/A. The energy relative to the best compared isomer or geometry (same formula, charge and spin) comes out at 500.39 kJ/mol. The SMILES is [H]/N=C1/NOC[C@@H]1CO. As for the highest occupied orbital energy: -0.3307 Eh. Its spin multiplicity is 1.